{"formula": "C48H55N3O5P2PtS2Se2Si", "method": "ωB97M-V with the def2-TZVPD basis set", "relative_energy_kj_mol": 36.6, "homo_ev": [-7.02, -7.68], "gap_ev": [7.04, 4.47], "multiplicity": 5, "charge": 0, "species": ["Pt", "Se", "P", "Se", "C", "C", "C", "C", "C", "C", "C", "C", "C", "C", "C", "C", "H", "H", "H", "H", "H", "H", "H", "H", "H", "H", "N", "C", "C", "C", "N", "C", "N", "C", "P", "C", "C", "C", "C", "C", "C", "C", "C", "C", "C", "C", "C", "H", "H", "H", "H", "H", "H", "H", "H", "H", "H", "H", "H", "H", "O", "C", "O", "C", "C", "C", "C", "S", "C", "C", "H", "H", "H", "H", "H", "C", "C", "C", "C", "O", "Si", "S", "O", "C", "C", "C", "C", "O", "C", "C", "C", "C", "H", "H", "H", "H", "H", "H", "H", "H", "H", "H", "H", "H", "H", "H", "H", "H", "H", "H", "H", "H", "H", "H", "H", "H", "H", "H", "H"], "positions_angstrom": [[1.391, 0.445, -0.622], [1.087, -0.458, 1.997], [3.221, -0.634, 1.721], [3.687, -0.719, -0.403], [3.862, -2.092, 2.588], [3.266, -2.500, 3.781], [3.757, -3.607, 4.461], [4.836, -4.318, 3.948], [5.423, -3.925, 2.753], [4.938, -2.813, 2.069], [4.092, 0.773, 2.464], [3.949, 0.991, 3.836], [4.622, 2.039, 4.442], [5.420, 2.890, 3.682], [5.545, 2.688, 2.316], [4.887, 1.623, 1.704], [2.400, -1.972, 4.163], [3.288, -3.924, 5.385], [5.213, -5.187, 4.480], [6.253, -4.490, 2.339], [5.393, -2.512, 1.132], [3.311, 0.342, 4.427], [4.518, 2.201, 5.510], [5.939, 3.714, 4.158], [6.159, 3.355, 1.722], [4.991, 1.457, 0.639], [2.090, 0.698, -2.784], [1.476, 0.350, -3.724], [0.737, -0.032, -4.829], [0.808, -1.388, -5.284], [0.880, -2.486, -5.646], [-0.179, 0.913, -5.391], [-0.906, 1.690, -5.845], [-0.775, 3.250, -0.203], [0.974, 2.778, -0.332], [1.549, 3.538, -1.872], [0.668, 3.747, -2.930], [1.141, 4.191, -4.160], [2.497, 4.435, -4.333], [3.383, 4.219, -3.282], [2.913, 3.762, -2.060], [1.658, 3.771, 1.033], [2.059, 5.099, 0.873], [2.412, 5.855, 1.986], [2.358, 5.300, 3.260], [1.959, 3.980, 3.420], [1.618, 3.213, 2.312], [-0.848, 4.337, -0.209], [-1.174, 2.855, 0.735], [-1.358, 2.826, -1.017], [-0.392, 3.530, -2.823], [0.447, 4.317, -4.984], [2.867, 4.778, -5.294], [4.445, 4.393, -3.421], [3.611, 3.559, -1.252], [2.086, 5.551, -0.111], [2.722, 6.885, 1.854], [2.626, 5.898, 4.127], [1.917, 3.541, 4.410], [1.323, 2.173, 2.438], [1.580, -8.565, 0.124], [1.295, -7.493, 0.893], [1.166, -7.632, 2.073], [1.143, -6.163, 0.206], [0.600, -5.125, 0.959], [0.413, -3.876, 0.403], [0.799, -3.643, -0.923], [0.607, -2.102, -1.693], [1.366, -4.676, -1.682], [1.521, -5.929, -1.115], [1.607, -8.322, -0.804], [0.325, -5.327, 1.987], [-0.009, -3.068, 0.989], [1.663, -4.485, -2.709], [1.984, -6.700, -1.721], [-2.552, -0.043, 3.122], [-3.103, -0.754, 1.899], [-2.262, -1.984, 1.555], [-4.557, -1.140, 2.112], [-3.043, 0.208, 0.823], [-2.972, 0.082, -0.794], [-0.968, 0.120, -1.599], [-3.681, -1.307, -1.220], [-3.961, -2.083, -2.424], [-2.934, -1.815, -3.515], [-5.354, -1.717, -2.911], [-3.912, -3.539, -1.994], [-3.555, 1.444, -1.450], [-4.751, 2.227, -1.225], [-5.112, 2.841, -2.560], [-4.422, 3.302, -0.201], [-5.877, 1.337, -0.712], [-2.683, -0.658, 4.018], [-3.072, 0.907, 3.264], [-1.486, 0.160, 2.992], [-2.258, -2.681, 2.400], [-1.229, -1.694, 1.342], [-2.667, -2.498, 0.678], [-4.644, -1.864, 2.927], [-4.958, -1.590, 1.198], [-5.154, -0.257, 2.362], [-2.910, -0.753, -3.784], [-3.197, -2.387, -4.409], [-1.929, -2.113, -3.201], [-5.363, -0.697, -3.310], [-6.073, -1.785, -2.090], [-5.666, -2.399, -3.709], [-2.924, -3.772, -1.587], [-4.101, -4.196, -2.847], [-4.663, -3.732, -1.224], [-4.303, 3.486, -2.912], [-6.028, 3.433, -2.474], [-5.268, 2.056, -3.307], [-3.641, 3.966, -0.581], [-4.071, 2.842, 0.729], [-5.311, 3.901, 0.014], [-6.130, 0.565, -1.444], [-6.769, 1.940, -0.521], [-5.585, 0.848, 0.229]], "lowdin_charge": [0.2486, 0.3944, 0.2101, 0.3997, -0.3945, -0.1148, -0.0714, -0.0745, -0.0713, -0.0959, -0.3967, -0.0976, -0.0837, -0.0782, -0.0663, -0.1059, 0.0741, 0.1076, 0.1077, 0.1075, 0.0738, 0.1020, 0.1092, 0.1074, 0.1081, 0.0524, 0.0156, -0.2781, -0.2808, -0.2540, 0.1229, -0.2420, 0.1301, -0.2471, 0.8652, -0.3986, -0.0889, -0.0732, -0.0719, -0.0733, -0.1151, -0.3465, -0.0780, -0.0747, -0.0804, -0.0809, -0.1091, 0.0682, 0.0622, -0.0023, 0.1016, 0.1033, 0.1060, 0.1052, 0.1073, 0.1053, 0.1045, 0.1060, 0.1066, 0.0192, 0.1246, -0.4773, 0.1276, -0.1194, 0.0090, -0.0777, -0.6049, 0.7283, -0.0810, -0.0164, 0.0853, 0.1273, 0.0425, 0.1125, 0.1145, -0.0274, -0.6211, -0.0453, -0.0262, -0.1335, -0.0653, 0.4555, -0.1412, -0.6150, -0.0509, -0.0291, -0.0253, -0.1571, -0.6278, -0.0212, -0.0236, -0.0173, 0.0950, 0.0914, 0.0253, 0.1055, -0.0096, 0.0800, 0.0922, 0.0853, 0.0884, 0.0832, 0.1005, 0.0453, 0.0820, 0.0888, 0.0945, 0.0837, 0.0936, 0.0906, 0.0913, 0.0933, 0.0880, 0.0802, 0.0866, 0.0922, 0.0733, 0.0956, 0.0743]}